The following is a DFT calculation (ωB97M-V/def2-TZVPD) of C49H48MoN9O4PS2 as an isolated structure.

Last column: Löwdin spin population.
Element x y z (Å)
Mo1 0.77737 -0.39008 -0.34948  1.7767
S1 2.07090 -2.38289 2.33357  0.0158
S2 -0.82095 -1.53584 -2.40175  -0.0084
P1 -0.88485 1.48466 -1.09225  -0.0138
O1 2.95563 -3.53560 -1.91078  0.0046
O2 3.37011 -2.04606 1.65096  -0.0003
O3 2.05700 -1.77079 -1.09860  0.0522
O4 1.53775 -3.72797 -0.29240  0.0032
N1 0.07465 0.43287 1.53399  -0.0005
N2 -0.87131 -1.82893 0.57431  0.0228
N3 0.76409 -2.82913 -4.19907  0.0018
N4 2.45373 0.60507 0.69940  0.0010
N5 2.17955 -3.09719 -1.10416  0.0097
N6 -2.52656 3.74928 7.18336  0.0034
N7 4.35642 2.37122 1.62255  0.0123
N8 -1.35974 -3.61977 -3.92845  -0.0024
N9 -3.09107 -3.10661 1.67194  0.0061
C1 -1.23163 -3.04758 0.18607  0.0097
C2 -0.40954 -2.73040 -3.57196  -0.0003
C3 1.30462 -4.10494 -4.67325  0.0003
C4 4.68043 1.33531 0.86701  0.0002
C5 -4.30098 1.17093 1.03384  0.0003
C6 -2.14717 2.93508 0.99588  -0.0011
C7 -2.17035 1.85635 0.11942  -0.0004
C8 -3.60377 2.25664 -4.05853  -0.0001
C9 0.77063 1.42930 2.11456  0.0156
C10 2.37221 -2.74776 5.01999  0.0004
C11 2.13000 1.57250 1.57108  0.0093
C12 -2.71505 2.44349 7.02552  -0.0006
C13 -2.70840 -1.90388 2.08401  0.0003
C14 -2.32852 -3.68575 0.75965  0.0019
C15 -2.46791 -4.02334 -3.07495  0.0005
C16 -0.87971 1.66875 3.83648  0.0172
C17 1.64196 -1.69392 -4.39712  0.0003
C18 -1.42912 2.37656 5.01334  0.0012
C19 -1.73555 1.57651 -2.70264  -0.0058
C20 3.73002 0.43971 0.38094  0.0174
C21 2.17387 4.65116 -2.14854  0.0041
C22 2.93256 0.52513 -2.45464  0.0196
C23 -1.51615 0.55501 3.29688  -0.0048
C24 2.17495 -1.62768 3.99257  0.0013
C25 -2.87025 2.00533 -5.20555  -0.0017
C26 -3.20018 3.13527 1.87986  0.0002
C27 3.06175 -3.88753 4.27468  0.0010
C28 2.47196 3.26903 -2.23248  0.0000
C29 -1.55515 1.56524 -5.10325  0.0001
C30 3.85899 1.45720 -2.98522  -0.0008
C31 -3.03771 2.04971 -2.80679  -0.0026
C32 1.79208 0.91952 -1.80189  -0.0279
C33 -0.99047 1.35418 -3.85998  -0.0015
C34 0.97240 5.09379 -1.66528  -0.0019
C35 0.29632 2.82581 -1.25569  0.0050
C36 0.31538 2.07779 3.24195  -0.0034
C37 -1.58097 -1.27847 1.57581  0.0070
C38 -4.27302 2.25717 1.90332  -0.0019
C39 3.66340 2.79734 -2.83934  0.0235
C40 -3.25816 0.97708 0.14375  -0.0017
C41 -1.78495 4.37333 6.27563  -0.0006
C42 -1.50905 -4.06410 -5.31381  -0.0002
C43 3.08406 2.47827 1.99401  -0.0019
C44 -1.02169 -0.03952 2.14997  0.0145
C45 -1.21342 3.73969 5.18175  0.0032
C46 1.53510 2.33364 -1.74309  0.0085
C47 0.00029 4.16355 -1.24705  0.0049
C48 2.25199 -4.04934 2.99447  0.0035
C49 -2.19781 1.71501 5.96481  0.0032
H1 -2.47011 -3.70658 -5.68606  0.0000
H2 1.54275 -1.31464 -5.41705  0.0001
H3 -0.63916 4.31990 4.47207  0.0001
H4 2.90736 5.36299 -2.50600  0.0001
H5 3.09354 -4.80892 4.85331  0.0003
H6 2.71510 -4.63232 2.20020  0.0000
H7 -2.59100 -4.68836 0.44677  0.0000
H8 -5.14171 0.49028 1.03705  0.0001
H9 4.75238 1.08890 -3.47270  -0.0005
H10 2.94472 -2.39782 5.87785  0.0001
H11 -4.61648 2.62729 -4.13059  0.0000
H12 -0.96743 1.39530 -5.99474  0.0000
H13 1.43546 -4.10014 -5.75576  0.0001
H14 2.67054 -2.01412 -4.23922  0.0000
H15 -2.49741 -3.41209 -2.18135  0.0003
H16 2.82759 3.30160 2.64695  -0.0003
H17 -0.72114 -3.65690 -5.93720  0.0000
H18 -2.36084 -5.07717 -2.81037  0.0000
H19 4.39293 3.50991 -3.20011  0.0011
H20 -3.18641 3.98782 2.54640  0.0000
H21 -2.37032 0.64883 5.92024  0.0001
H22 1.25134 -4.43760 3.19664  0.0001
H23 3.18395 -0.52308 -2.52105  0.0000
H24 3.97911 -0.39096 -0.26216  0.0006
H25 5.72279 1.20053 0.61055  -0.0003
H26 3.05267 -0.98544 3.90075  0.0001
H27 2.27438 -4.24710 -4.19625  0.0001
H28 -1.30933 3.62127 1.00190  -0.0001
H29 -1.49265 -5.15241 -5.37731  -0.0002
H30 0.04440 1.04452 -3.79115  -0.0003
H31 0.74670 6.15026 -1.64407  -0.0002
H32 -0.98491 4.51516 -0.96711  0.0003
H33 0.65292 -4.92420 -4.38871  0.0000
H34 -2.40348 0.15880 3.76312  -0.0005
H35 -3.31575 2.16445 -6.17793  -0.0001
H36 4.08736 -3.61455 4.01987  0.0000
H37 -3.32086 -1.43063 2.83853  0.0000
H38 0.91708 2.85155 3.69407  -0.0004
H39 1.40170 -3.08567 5.38921  0.0000
H40 -3.40662 -3.89379 -3.61289  0.0000
H41 -3.29978 0.14459 -0.55260  -0.0002
H42 -5.09475 2.42642 2.58548  -0.0001
H43 -3.30958 1.95040 7.78390  -0.0001
H44 -3.62832 2.27428 -1.92917  -0.0001
H45 -0.63784 -3.52090 -0.57622  0.0004
H46 -1.64065 5.43634 6.42323  -0.0001
H47 1.29291 -1.01264 4.18011  0.0002
H48 1.39579 -0.91179 -3.68980  -0.0001

orbital gap (spin up / spin down) = 0.24655 / 0.22090 Ha
E = -105992.593 eV
HOMO (spin up / spin down) = -12.831 / -12.921 eV
charge = +2
spin multiplicity = 3